[1]
A molecular structure, C25H23BrN4O5ReS2. Source: the Open Molecules 2025 dataset; level of theory: wB97M-V/def2-TZVPD.

* total charge: +2
* E_HOMO (spin up / spin down): -12.53 / -12.53 eV
* multiplicity: 2
* total energy: -5009.629200 a.u.
* LUMO level (spin up / spin down): -8.23 / -8.14 eV
* orbital gap (spin up / spin down): 4.302 / 4.383 eV

Structure (XYZ):
```
61
Properties=species:S:1:pos:R:3:nbo_charge:R:1
Re 0.693 -0.620 0.706 1.134
Br -11.005 -3.020 1.287 0.217
C -9.422 -3.078 0.317 -0.010
C -9.207 -4.120 -0.585 -0.244
C -8.033 -4.151 -1.301 -0.090
C -7.077 -3.145 -1.101 -0.018
C -7.300 -2.087 -0.200 -0.116
C -8.471 -2.060 0.508 -0.245
N -5.925 -3.282 -1.852 0.063
N -5.008 -2.507 -1.820 0.009
C -3.966 -1.852 -1.515 0.185
C -3.644 -0.622 -2.236 -0.196
C -2.522 0.058 -1.963 -0.170
C -1.611 -0.433 -0.960 0.320
O -0.499 0.131 -0.669 -0.521
C -1.884 -1.611 -0.250 0.073
N -0.906 -1.960 0.633 -0.449
C -1.117 -3.121 1.321 0.050
C -2.216 -3.911 1.134 -0.204
C -3.208 -3.549 0.207 -0.133
C -3.040 -2.378 -0.487 -0.016
H -9.959 -4.885 -0.719 0.264
H -7.829 -4.936 -2.018 0.257
H -6.572 -1.294 -0.078 0.223
H -8.682 -1.259 1.202 0.257
H -4.340 -0.287 -2.993 0.259
H -2.277 0.972 -2.489 0.265
H -0.364 -3.410 2.041 0.224
H -2.308 -4.822 1.708 0.264
H -4.066 -4.191 0.052 0.244
N 0.124 -0.083 2.691 -0.758
C 1.433 -0.546 3.123 0.100
C 2.299 0.291 3.791 -0.220
C 3.644 -0.047 3.856 -0.108
C 4.129 -1.186 3.219 -0.286
C 3.248 -2.058 2.600 -0.141
C 1.884 -1.746 2.527 -0.352
S 5.908 -1.503 3.097 2.436
O 6.488 -0.354 3.740 -0.969
O 6.051 -1.517 1.635 -1.036
O 6.061 -2.790 3.716 -0.953
H -0.671 -0.477 3.190 0.418
H 0.077 0.929 2.789 0.419
H 1.946 1.225 4.216 0.240
H 4.354 0.596 4.364 0.281
H 3.625 -2.993 2.199 0.264
H 1.200 -2.530 2.204 0.232
O 2.279 0.746 0.628 -0.862
S 2.706 -0.099 -0.612 1.227
C 4.362 -0.752 -0.375 -0.595
C 5.223 -0.095 -1.448 -0.417
C 4.649 1.302 -1.670 -0.421
C 3.150 1.101 -1.894 -0.547
H 4.327 -1.839 -0.389 0.282
H 4.659 -0.438 0.634 0.335
H 5.186 -0.666 -2.378 0.220
H 6.255 -0.083 -1.098 0.285
H 5.088 1.791 -2.538 0.263
H 4.817 1.938 -0.800 0.237
H 2.931 0.642 -2.860 0.256
H 2.504 1.962 -1.732 0.272
```

***

[2]
6 unconnected molecules or ions with the total composition C12H36O12. Source: the Open Molecules 2025 dataset; level of theory: wB97M-V/def2-TZVPD.

* total charge: +1
* E_HOMO (spin up / spin down): -11.93 / -11.93 eV
* multiplicity: 2
* total energy: -1381.180583 a.u.
* LUMO level (spin up / spin down): -2.49 / -9.15 eV
* orbital gap (spin up / spin down): 9.437 / 2.772 eV

Structure (XYZ):
```
60
Properties=species:S:1:pos:R:3:nbo_charge:R:1
C 1.074 -2.038 -3.464 -0.094
C 2.327 -1.762 -4.311 -0.115
O 3.414 -2.680 -4.240 -0.720
O 1.334 -1.752 -2.126 -0.754
H 0.714 -3.058 -3.592 0.185
H 0.258 -1.373 -3.747 0.194
H 2.748 -0.771 -4.141 0.165
H 2.170 -1.631 -5.382 0.190
H 3.399 -3.091 -5.108 0.483
H 2.184 -2.125 -1.880 0.484
C -3.963 -3.374 -0.421 -0.097
C -2.995 -3.989 0.590 -0.083
O -3.574 -4.111 1.927 -0.735
O -5.023 -4.327 -0.569 -0.720
H -3.539 -3.306 -1.423 0.163
H -4.181 -2.336 -0.167 0.193
H -2.028 -3.500 0.466 0.170
H -2.839 -5.023 0.282 0.155
H -4.404 -4.593 1.903 0.487
H -4.627 -5.142 -0.885 0.465
C 2.977 2.474 -0.833 -0.044
C 3.511 1.002 -0.632 -0.134
O 3.948 0.752 0.675 -0.346
O 1.631 2.537 -0.455 -0.575
H 2.916 2.648 -1.908 0.227
H 3.688 3.179 -0.401 0.231
H 4.346 0.748 -1.285 0.270
H 2.770 0.236 -0.862 0.233
H 3.207 0.430 1.193 0.524
H 1.424 1.852 0.186 0.499
C 2.908 3.420 3.479 -0.085
C 2.020 4.702 3.407 -0.103
O 1.634 5.121 4.730 -0.714
O 2.237 2.310 4.255 -0.778
H 3.880 3.647 3.917 0.187
H 3.074 3.016 2.481 0.157
H 1.039 4.407 3.036 0.190
H 2.452 5.464 2.758 0.187
H 2.343 5.637 5.120 0.474
H 1.851 2.652 5.065 0.507
C 0.418 0.109 2.013 -0.105
C 0.254 -0.836 0.782 -0.093
O -0.165 -0.090 -0.349 -0.740
O 1.807 0.420 2.236 -0.776
H 0.103 -0.402 2.923 0.203
H -0.217 0.994 1.969 0.198
H -0.453 -1.627 1.035 0.191
H 1.198 -1.362 0.636 0.166
H 0.150 -0.580 -1.113 0.503
H 1.871 1.143 2.865 0.527
C -3.979 0.340 -1.868 -0.089
C -3.496 0.656 -0.440 -0.106
O -4.291 1.756 -0.113 -0.704
O -5.314 -0.108 -1.900 -0.695
H -3.400 -0.491 -2.272 0.157
H -3.925 1.136 -2.610 0.177
H -2.445 0.945 -0.470 0.194
H -3.558 -0.211 0.219 0.167
H -5.148 1.410 0.144 0.458
H -5.718 0.549 -1.328 0.443
```

***

[3]
C5H6N2O in the gas phase. Source: the Open Molecules 2025 dataset; level of theory: wB97M-V/def2-TZVPD.

* SMILES string: c1noc2c1CNC2
* total charge: 0
* E_HOMO: -9.26 eV
* total energy: -378.729482 a.u.
* LUMO level: 0.78 eV
* orbital gap: 10.036 eV

Structure (XYZ):
```
14
Properties=species:S:1:pos:R:3:nbo_charge:R:1
C 1.401 1.178 -0.039 -0.236
C 1.103 -1.159 0.159 -0.281
C -0.144 -0.497 -0.056 0.309
C -1.510 1.020 0.185 -0.009
C -0.094 0.796 -0.095 -0.210
H 1.907 1.660 -1.078 0.201
H 1.436 1.945 0.879 0.209
H 2.641 -0.172 -0.761 0.346
H 1.104 -1.554 1.202 0.216
H 1.271 -1.871 -0.629 0.216
H -1.982 1.936 0.079 0.210
N 2.220 -0.154 0.092 -0.571
N -2.279 -0.027 -0.032 -0.109
O -1.312 -1.088 -0.129 -0.293
```

***

[4]
A molecular structure, C49H40MoN10O5P2S. Source: the Open Molecules 2025 dataset; level of theory: wB97M-V/def2-TZVPD.

* total charge: 0
* E_HOMO (spin up / spin down): -7.98 / -7.98 eV
* multiplicity: 3
* total energy: -3963.979823 a.u.
* LUMO level (spin up / spin down): -1.17 / -2.46 eV
* orbital gap (spin up / spin down): 6.816 / 5.513 eV

Structure (XYZ):
```
108
Properties=species:S:1:pos:R:3:mulliken_charge:R:1
Mo -1.138 0.797 -0.218 -3.854
C 0.399 -2.350 -1.014 -2.931
N 1.640 -2.410 -0.302 2.209
C 1.995 -1.231 0.415 -3.962
P 0.540 -0.412 1.227 3.779
C 1.559 0.587 2.348 0.991
C 2.578 1.343 1.769 -0.293
C 3.481 2.014 2.569 -0.859
C 3.360 1.954 3.948 -0.614
C 2.334 1.227 4.527 -0.891
C 1.433 0.537 3.732 -0.675
C -0.152 -1.763 2.242 0.271
C 0.667 -2.819 2.639 -0.637
C 0.120 -3.935 3.246 -0.906
C -1.240 -4.003 3.498 -0.773
C -2.050 -2.927 3.176 -0.961
C -1.512 -1.820 2.544 0.004
C 2.539 -3.454 -0.422 0.660
C 3.913 -3.234 -0.279 -0.247
C 4.801 -4.290 -0.318 -1.028
C 4.346 -5.583 -0.512 -0.540
C 2.989 -5.806 -0.682 -0.841
C 2.090 -4.760 -0.637 -0.617
P 0.090 -0.650 -1.882 3.515
C -0.789 -1.424 -3.283 1.534
C -0.339 -1.181 -4.577 -0.911
C -0.873 -1.886 -5.640 -0.800
C -1.871 -2.822 -5.421 -0.698
C -2.359 -3.026 -4.141 -0.917
C -1.817 -2.336 -3.071 -0.446
C 1.791 -0.422 -2.496 -0.105
C 2.428 0.808 -2.357 -0.605
C 3.738 0.952 -2.778 -0.482
C 4.418 -0.128 -3.319 -0.722
C 3.787 -1.354 -3.447 -0.936
C 2.475 -1.507 -3.037 -0.376
H -0.449 -2.501 -0.317 0.412
H 0.375 -3.159 -1.749 1.275
H 2.433 -0.457 -0.237 0.438
H 2.738 -1.461 1.189 1.383
H 2.656 1.417 0.693 0.114
H 4.268 2.596 2.119 0.381
H 4.065 2.491 4.560 0.422
H 2.235 1.186 5.601 0.467
H 0.648 -0.052 4.189 0.663
H 1.733 -2.779 2.477 0.373
H 0.759 -4.761 3.517 0.489
H -1.666 -4.887 3.948 0.418
H -3.104 -2.955 3.409 0.492
H -2.159 -0.991 2.293 0.433
H 4.285 -2.229 -0.153 0.469
H 5.856 -4.097 -0.202 0.442
H 5.040 -6.408 -0.530 0.411
H 2.624 -6.810 -0.834 0.442
H 1.034 -4.961 -0.731 0.508
H 0.432 -0.440 -4.736 0.523
H -0.503 -1.707 -6.639 0.449
H -2.277 -3.387 -6.245 0.435
H -3.156 -3.735 -3.968 0.536
H -2.184 -2.529 -2.072 0.010
H 1.896 1.645 -1.920 0.297
H 4.237 1.904 -2.676 0.486
H 5.443 -0.013 -3.638 0.429
H 4.319 -2.199 -3.856 0.502
H 1.985 -2.464 -3.156 0.515
C -4.495 3.261 -1.733 -2.144
C -3.250 2.466 -1.524 0.277
N -2.956 1.857 -0.400 1.740
O -3.945 1.858 0.579 -0.621
C -2.256 2.270 -2.514 0.380
C -2.264 2.864 -3.886 -1.818
N -1.304 1.458 -2.106 1.757
O -0.325 1.155 -2.918 -0.825
H -5.013 3.391 -0.786 0.420
H -5.160 2.747 -2.426 0.468
H -4.251 4.232 -2.158 0.424
H -3.513 1.529 1.390 0.357
H -3.271 3.125 -4.195 0.541
H -1.834 2.140 -4.578 0.304
H -1.639 3.758 -3.917 0.290
N -1.508 1.156 1.750 -0.157
C -1.376 1.646 2.823 0.978
N -1.519 2.066 3.966 -0.802
C -0.827 2.588 4.920 0.563
N -0.283 3.036 5.829 -0.661
O 2.159 6.277 1.074 -0.752
S 1.886 5.061 1.785 1.276
O 2.810 4.683 2.813 -0.595
N 1.669 3.810 0.713 -0.535
C 0.423 3.479 0.621 -0.130
O 0.012 2.502 -0.080 -0.424
C -0.516 4.273 1.479 0.253
C -1.901 4.246 1.533 -0.131
C -2.541 4.909 2.571 -0.621
C -1.814 5.615 3.517 -0.630
C -0.436 5.758 3.382 -0.681
C 0.183 5.083 2.359 -0.151
H -2.474 3.737 0.777 0.629
H -3.618 4.852 2.646 0.456
H -2.315 6.065 4.359 0.407
H 0.141 6.361 4.062 0.471
N -2.389 -0.647 -0.199 -0.210
C -3.371 -1.298 -0.105 1.858
C -4.500 -2.034 -0.014 -0.164
C -5.689 -1.441 0.438 -0.153
N -6.663 -0.956 0.806 -0.542
C -4.506 -3.386 -0.374 -0.057
N -4.501 -4.497 -0.668 -0.591
```